(one)
238
Properties=species:S:1:pos:R:3 method="wB97M-V/def2-TZVPD" e_homo_ev=-8.3832 homo_lumo_gap_ev=8.9651 lumo_ha=0.021
C 22.89331 -0.04499 19.86050
C 21.59809 -0.77318 19.50704
C 20.37442 0.07369 19.82675
O 20.41276 0.48843 21.18805
C 19.36909 1.39542 21.45711
N 21.63910 -0.95113 18.06447
H 22.91970 0.23143 20.91720
H 23.00457 0.87875 19.28824
H 23.80057 -0.63160 19.69842
H 21.56362 -1.71429 20.07571
H 19.49475 -0.57650 19.70454
H 20.28475 0.98627 19.22843
H 19.49006 1.79089 22.46170
H 18.43885 0.81547 21.37624
H 19.30091 2.22362 20.74462
H 22.37792 -1.58620 17.76587
H 20.81159 -1.52927 17.86504
C 16.61487 2.10802 18.91771
C 15.41745 2.83979 18.29683
C 14.51756 3.55589 19.31773
O 14.26296 2.67341 20.41525
C 13.20139 1.76990 20.14842
N 15.91994 3.77157 17.29531
H 17.21126 2.77784 19.54483
H 17.28836 1.64708 18.19693
H 16.31400 1.29949 19.58738
H 14.81527 2.08526 17.78208
H 13.60414 3.81409 18.76745
H 14.87918 4.47197 19.78584
H 13.44451 1.23654 19.22168
H 12.26684 2.32432 20.03309
H 13.12347 0.96410 20.87642
H 16.78763 4.17719 17.66569
H 15.31201 4.57912 17.18156
C 21.35755 3.38770 17.40657
C 19.86873 3.59434 17.71029
C 19.53709 5.01845 18.07734
O 18.13693 5.19001 18.28028
C 17.76173 6.49422 18.65539
N 19.14910 3.19700 16.46767
H 21.90819 3.33654 18.35399
H 21.77976 4.25157 16.88875
H 21.58060 2.45565 16.89595
H 19.56940 2.98582 18.56592
H 19.95346 5.74322 17.36514
H 19.96932 5.27580 19.05682
H 18.41289 6.92235 19.42546
H 16.76048 6.42633 19.07653
H 17.82325 7.17877 17.80335
H 19.28068 3.96424 15.81612
H 18.15150 3.10678 16.63900
C 22.13238 -7.35392 17.69574
C 22.43919 -5.86915 17.55215
C 22.48713 -5.09813 18.90375
O 21.30271 -5.48332 19.56180
C 21.19189 -5.00626 20.88879
N 23.70507 -5.71390 16.82549
H 21.25518 -7.55374 18.30514
H 22.94410 -7.76023 18.31392
H 22.19831 -7.85754 16.73393
H 21.64087 -5.40316 16.95871
H 22.45460 -4.04552 18.60140
H 23.39555 -5.40669 19.42775
H 20.45130 -5.59724 21.42651
H 20.82380 -3.97347 20.90900
H 22.16771 -5.04758 21.37823
H 23.58111 -5.94694 15.84779
H 23.98220 -4.73636 16.85805
C 21.42831 -2.80980 14.84400
C 22.60036 -1.80873 14.70130
C 23.87288 -2.44652 15.24302
O 23.72705 -2.57679 16.65386
C 24.98624 -2.70665 17.26152
N 22.69968 -1.44692 13.28697
H 20.48988 -2.35943 14.52469
H 21.28715 -3.11529 15.88974
H 21.63516 -3.73544 14.30205
H 22.39068 -0.91781 15.29471
H 24.70278 -1.76100 15.04345
H 24.09439 -3.38468 14.72214
H 24.93523 -2.80078 18.34764
H 25.62567 -1.84017 17.05022
H 25.53091 -3.58546 16.89285
H 21.79832 -1.07994 13.01229
H 22.90274 -2.25988 12.71867
C 12.08700 -2.93886 18.72266
C 13.15915 -1.86143 18.86487
C 14.46358 -2.36905 19.48931
O 15.23718 -1.23237 19.76809
C 16.47373 -1.53852 20.39129
N 13.48745 -1.38078 17.50650
H 11.71750 -3.44474 19.61559
H 12.49768 -3.70829 18.06724
H 11.20387 -2.48360 18.26983
H 12.83310 -0.96738 19.40405
H 14.91950 -3.06163 18.76780
H 14.30474 -2.93792 20.41512
H 16.94968 -2.39543 19.91416
H 16.34260 -1.71657 21.46483
H 17.09048 -0.63918 20.38610
H 12.68817 -0.86634 17.15040
H 14.24734 -0.71007 17.56276
C 29.25017 -2.82919 16.33745
C 28.09017 -1.89171 15.95406
C 27.92464 -0.79374 16.99812
O 27.75247 -1.31264 18.28856
C 27.24956 -0.37172 19.20595
N 28.31948 -1.31543 14.62860
H 30.09880 -2.17234 16.54276
H 29.47304 -3.49872 15.50796
H 29.03564 -3.42042 17.22808
H 27.14850 -2.44037 15.87219
H 27.09402 -0.14218 16.69546
H 28.80174 -0.12946 16.96998
H 26.19702 -0.17160 18.95660
H 27.82059 0.55888 19.22132
H 27.21684 -0.80612 20.20398
H 28.15362 -2.05666 13.96304
H 29.26176 -0.95916 14.53314
C 22.52430 0.25402 24.29162
C 22.48588 -1.25546 24.50630
C 23.65742 -1.91874 23.77858
O 23.45888 -1.86836 22.38907
C 24.52740 -2.49059 21.71013
N 22.55888 -1.58013 25.92676
H 23.43820 0.64728 24.74162
H 21.67366 0.74665 24.76396
H 22.53064 0.42224 23.21438
H 21.58532 -1.68772 24.06236
H 23.61987 -2.94877 24.17003
H 24.61520 -1.55795 24.17002
H 24.86144 -3.39806 22.21941
H 25.39820 -1.82239 21.63957
H 24.22506 -2.65551 20.67709
H 21.79808 -1.18461 26.46842
H 22.43092 -2.57824 26.07659
C 16.77156 -0.21629 15.84722
C 18.02075 -0.66217 16.61944
C 18.15081 -2.16490 16.68231
O 19.09753 -2.54125 17.67079
C 19.08234 -3.90687 17.99294
N 19.21252 -0.05093 16.02073
H 16.87666 -0.54320 14.80485
H 16.65700 0.86523 15.80006
H 15.86439 -0.74206 16.14933
H 17.91394 -0.20613 17.61133
H 18.41424 -2.59031 15.70551
H 17.21001 -2.67248 16.93819
H 19.11309 -4.59351 17.13912
H 18.14502 -4.18069 18.49756
H 19.89580 -4.13884 18.67776
H 20.02556 -0.54548 16.37335
H 19.35986 0.92417 16.28226
C 25.21427 1.73016 21.75399
C 26.41717 2.44190 22.35949
C 26.16926 2.87625 23.82232
O 27.34376 3.39071 24.41304
C 27.60853 4.73418 24.12501
N 27.64744 1.63289 22.20229
H 24.88366 0.88884 22.37943
H 25.56139 1.20458 20.86370
H 24.31493 2.32731 21.62070
H 26.62916 3.34838 21.78465
H 25.89009 1.94148 24.31120
H 25.37320 3.62437 23.85762
H 27.86300 4.89838 23.06810
H 28.47248 5.06555 24.69762
H 26.73538 5.36274 24.33756
H 28.31828 2.24603 22.66812
H 27.63975 0.83001 22.83259
C 18.49122 4.57561 22.35766
C 17.32462 5.23529 23.10668
C 16.67259 6.36342 22.30619
O 17.67542 7.32131 21.99726
C 17.18339 8.53034 21.49742
N 16.41573 4.20347 23.55717
H 18.90078 3.79745 23.00250
H 19.26509 5.30787 22.13641
H 18.17523 4.03767 21.45770
H 17.91537 5.72874 23.88503
H 15.89900 6.86765 22.89737
H 16.21456 5.96147 21.39237
H 18.02529 9.22490 21.49920
H 16.38475 8.97206 22.10461
H 16.82931 8.45416 20.46118
H 15.71958 4.60335 24.18220
H 15.87633 3.78684 22.80224
C 15.56256 -4.18576 23.46186
C 16.80974 -5.05296 23.34305
C 18.08377 -4.22899 23.50109
O 18.26294 -3.36327 22.40873
C 19.20424 -2.34507 22.70556
N 16.78977 -6.02998 24.47326
H 15.63389 -3.54916 24.34399
H 14.68114 -4.81081 23.62850
H 15.42448 -3.63462 22.53515
H 16.82196 -5.61851 22.40609
H 18.88868 -4.97336 23.59733
H 18.05169 -3.70660 24.46271
H 18.88321 -1.80868 23.60322
H 19.23748 -1.58060 21.92759
H 20.21346 -2.75585 22.75666
H 15.88065 -6.47503 24.37028
H 17.45105 -6.76855 24.24089
C 19.16679 1.91289 25.66050
C 18.43717 2.76316 26.70100
C 19.12326 2.77372 28.07272
O 18.99517 1.46976 28.61285
C 19.59973 1.44074 29.89664
N 18.18764 4.11746 26.17452
H 19.51763 0.97790 26.09312
H 20.03558 2.48723 25.31742
H 18.58468 1.76784 24.74943
H 17.43366 2.34438 26.85070
H 18.53922 3.41758 28.74421
H 20.13362 3.17962 27.95879
H 20.68053 1.60423 29.83042
H 19.42919 0.44731 30.30610
H 19.21257 2.21154 30.56969
H 17.62578 4.55582 26.89755
H 17.66878 4.10584 25.30427
C 12.71413 -2.49130 23.20282
C 12.53475 -1.40295 24.24778
C 13.07231 -0.06392 23.74916
O 14.41337 -0.26108 23.36025
C 15.17637 0.88455 23.14053
N 11.10141 -1.25104 24.51150
H 11.95627 -2.36740 22.42300
H 12.56629 -3.47089 23.66357
H 13.67625 -2.52875 22.70462
H 13.12490 -1.69246 25.12455
H 13.01776 0.76542 24.46577
H 12.45196 0.27849 22.91006
H 16.14448 0.71582 22.66283
H 15.40204 1.46316 24.04327
H 14.70637 1.55096 22.41046
H 10.66125 -2.16287 24.45849
H 10.94936 -0.92397 25.45949

---

(two)
238
Properties=species:S:1:pos:R:3 method="wB97M-V/def2-TZVPD" e_homo_ev=-8.3864 homo_lumo_gap_ev=8.8626 lumo_ha=0.017
C 2.20310 -0.30777 -4.97334
C 1.10019 0.17816 -5.87622
C -0.10756 0.54294 -5.09613
O -1.20991 0.84952 -6.00101
C -2.39498 1.37261 -5.40933
N 1.49995 1.28140 -6.62764
H 3.14336 -0.47786 -5.49782
H 1.83280 -1.30350 -4.72940
H 2.34097 0.38893 -4.14648
H 0.87126 -0.58620 -6.61882
H 0.04748 1.36076 -4.39240
H -0.36041 -0.33859 -4.50701
H -2.78077 0.61559 -4.72654
H -3.13958 1.58554 -6.17635
H -2.22906 2.32662 -4.90891
H 1.70252 0.95822 -7.56285
H 0.76773 1.97642 -6.65755
C -5.00307 -4.57280 -5.39088
C -4.79011 -3.27793 -4.55067
C -6.09809 -2.92832 -3.81999
O -6.05770 -1.71905 -3.03870
C -7.33439 -1.53451 -2.49037
N -3.80514 -3.72276 -3.54642
H -5.96440 -4.50422 -5.90006
H -4.88837 -5.45211 -4.75705
H -4.21760 -4.40366 -6.12745
H -4.33536 -2.44585 -5.08820
H -6.40509 -3.75617 -3.18084
H -6.85399 -2.72344 -4.57811
H -8.08270 -1.50924 -3.28251
H -7.43855 -0.68666 -1.81330
H -7.59991 -2.40054 -1.88409
H -4.12674 -4.62138 -3.21602
H -3.69784 -3.08783 -2.76831
C 2.88424 0.99947 3.53714
C 3.76655 -0.24615 3.58947
C 4.41171 -0.39454 4.96840
O 5.32710 -1.45326 4.86025
C 5.86521 -1.81578 6.15069
N 3.08417 -1.41762 3.11374
H 2.16953 1.12852 4.34994
H 2.33704 1.00198 2.59445
H 3.46254 1.91665 3.42559
H 4.56519 -0.08503 2.86538
H 3.61383 -0.75095 5.61993
H 4.94857 0.44120 5.41720
H 6.47822 -0.99967 6.53314
H 6.61879 -2.60192 6.10385
H 5.05625 -2.01896 6.85242
H 2.52595 -1.79412 3.86656
H 3.83948 -2.08691 3.07295
C -5.80074 1.89228 -3.21315
C -5.65512 3.42875 -2.97903
C -5.91523 4.27259 -4.31265
O -4.86380 4.00143 -5.30311
C -5.34838 3.51903 -6.59430
N -6.69659 3.70448 -1.96978
H -5.41510 1.44686 -2.29610
H -5.18954 1.58089 -4.06025
H -6.78465 1.46032 -3.39600
H -4.67805 3.60831 -2.53049
H -5.98689 5.30265 -3.96345
H -6.93819 4.08969 -4.64158
H -5.96287 2.62258 -6.51150
H -4.48901 3.38884 -7.25206
H -5.93061 4.33795 -7.01675
H -6.67594 4.67237 -1.68193
H -6.51607 3.21858 -1.10293
C 6.23033 -1.95838 1.16815
C 6.78587 -2.99213 2.20367
C 7.86464 -2.37377 3.10989
O 8.25462 -3.22171 4.18835
C 9.39459 -2.59917 4.93109
N 5.71054 -3.39068 3.09856
H 6.99520 -1.73669 0.42388
H 5.94904 -0.98972 1.58128
H 5.29391 -2.26109 0.69956
H 7.19057 -3.87587 1.71040
H 7.45762 -1.41828 3.44077
H 8.72972 -2.07432 2.51822
H 10.20321 -2.75593 4.21719
H 9.58561 -3.20626 5.81598
H 9.29055 -1.57490 5.28905
H 5.75731 -2.69237 3.82676
H 6.01913 -4.20614 3.60837
C -0.25972 -3.16733 4.30426
C 0.98452 -3.97774 4.75221
C 1.76590 -4.67249 3.65523
O 0.96448 -5.77217 3.22826
C 1.55613 -6.72987 2.31468
N 1.85463 -3.03520 5.51172
H 0.11301 -2.38375 3.64459
H -0.75517 -2.66087 5.13259
H -0.97369 -3.79311 3.76878
H 0.67455 -4.71395 5.49383
H 2.74432 -4.98692 4.01847
H 1.96881 -3.97513 2.84244
H 1.96342 -6.26236 1.41822
H 0.72337 -7.34150 1.96749
H 2.32543 -7.37009 2.74643
H 1.41622 -2.93951 6.41656
H 2.73604 -3.47147 5.74167
C -0.54373 0.74559 3.01127
C -0.60802 2.02093 3.87203
C -1.77797 2.93575 3.38088
O -2.98076 2.13156 3.26554
C -4.04097 2.96209 2.76352
N -0.73479 1.66859 5.29624
H -0.34614 0.89696 1.95008
H -1.44249 0.15747 3.19689
H 0.32430 0.16518 3.32392
H 0.31123 2.59377 3.74977
H -1.46844 3.45943 2.47642
H -1.89948 3.69278 4.15562
H -3.83649 3.33528 1.76001
H -4.20902 3.78310 3.46051
H -4.99671 2.45606 2.62717
H -1.67436 1.38368 5.53317
H -0.34404 0.77844 5.57020
C 4.06128 2.55171 0.07043
C 3.31941 3.74611 0.66133
C 3.14971 4.93882 -0.24063
O 4.14821 5.92528 -0.07181
C 5.48683 5.54531 -0.41120
N 2.00945 3.23990 1.05409
H 5.06953 2.78527 -0.27158
H 3.52063 2.05515 -0.73532
H 4.17443 1.82990 0.87931
H 3.80955 4.06337 1.58177
H 2.22478 5.45677 0.01302
H 3.01304 4.75070 -1.30554
H 5.96486 5.18772 0.50078
H 6.08577 6.41771 -0.67256
H 5.61185 4.72127 -1.11363
H 2.01001 2.31981 1.47065
H 1.50729 3.11616 0.18654
C -1.46587 -6.26178 0.33149
C -0.43744 -5.36590 -0.31258
C -0.81420 -5.02258 -1.76933
O 0.16251 -4.17599 -2.32269
C 1.48616 -4.70545 -2.43443
N -0.36446 -4.17937 0.47463
H -1.29263 -6.42683 1.39489
H -1.39249 -7.22935 -0.16504
H -2.46761 -5.84168 0.24136
H 0.49924 -5.91983 -0.24995
H -1.73370 -4.44651 -1.87309
H -0.95924 -5.83177 -2.48506
H 2.16629 -4.22714 -3.13921
H 1.46226 -5.74857 -2.74972
H 2.09462 -4.66748 -1.53086
H 0.21652 -3.50563 -0.00352
H 0.17078 -4.38819 1.30531
C -3.94844 -0.87816 1.98076
C -3.12423 -2.12727 2.24593
C -3.83224 -3.06891 3.22631
O -3.90133 -2.36774 4.45918
C -3.94236 -3.25279 5.57638
N -2.94568 -2.70460 0.94440
H -4.87619 -1.23736 1.53539
H -3.52170 -0.10288 1.34442
H -4.29956 -0.37933 2.88408
H -2.13288 -1.88127 2.62646
H -3.21019 -3.96398 3.22878
H -4.76563 -3.33321 2.72929
H -3.00627 -3.80909 5.52771
H -4.72146 -4.01493 5.59249
H -4.02392 -2.62495 6.46366
H -2.23481 -3.42010 0.99757
H -2.39241 -2.04228 0.41967
C 2.62045 -0.92306 -0.35146
C 1.21419 -0.60824 0.10920
C 0.11499 -0.81643 -0.96712
O -1.04805 -0.05559 -0.60028
C -2.19023 -0.21943 -1.36794
N 0.86999 -1.53107 1.13524
H 3.18403 -0.70267 0.55513
H 3.06303 -0.35849 -1.17212
H 2.79487 -1.97580 -0.57371
H 1.20163 0.36939 0.59105
H -0.18534 -1.85658 -1.09358
H 0.49338 -0.47854 -1.93187
H -3.02819 0.45299 -1.18407
H -2.48839 -1.25951 -1.23593
H -1.92512 -0.09988 -2.41842
H 1.60320 -1.61925 1.82425
H 0.19448 -1.07948 1.73512
C -7.39440 4.87442 2.35005
C -8.31960 4.20551 1.31706
C -7.90876 2.73925 1.13423
O -6.59854 2.50298 0.70827
C -6.23554 1.20615 0.70736
N -9.70122 4.22719 1.76017
H -7.41968 4.35310 3.30697
H -7.49516 5.95593 2.44109
H -6.37370 4.70611 2.00657
H -8.20889 4.68394 0.34395
H -8.51964 2.28740 0.35272
H -8.06755 2.28142 2.11059
H -6.76115 0.68669 -0.09389
H -6.38924 0.68685 1.65330
H -5.20551 1.06324 0.38068
H -9.73741 3.73284 2.64017
H -10.21123 3.59386 1.16112
C -1.24886 3.32564 -0.23265
C -0.50101 3.48952 -1.57441
C -0.11905 4.93183 -1.93464
O -1.27160 5.68112 -2.31941
C -1.85230 5.30407 -3.60652
N 0.71780 2.66976 -1.42814
H -1.46082 2.26748 -0.07942
H -2.07654 4.01509 -0.06621
H -0.54713 3.54732 0.57142
H -1.06382 3.00757 -2.37382
H 0.61107 4.91884 -2.74387
H 0.35490 5.36289 -1.05279
H -1.15450 5.30813 -4.44387
H -2.68334 5.94419 -3.90268
H -2.16453 4.26301 -3.52404
H 0.37082 1.72719 -1.32198
H 1.15031 2.70577 -2.34013
C 8.30761 3.79669 -3.21908
C 9.21751 2.53850 -3.07019
C 8.33813 1.28222 -3.04213
O 7.38247 1.28441 -1.89465
C 6.36027 0.30765 -1.86419
N 10.18173 2.40638 -4.17200
H 7.63576 3.96710 -2.37784
H 7.63860 3.63307 -4.06391
H 8.91450 4.68350 -3.40176
H 9.71470 2.69424 -2.11278
H 9.01709 0.45068 -2.85330
H 7.81311 1.03468 -3.96472
H 6.81743 -0.64451 -1.59496
H 5.93859 0.14154 -2.85550
H 5.57535 0.49656 -1.13186
H 10.73213 3.25026 -4.24307
H 10.85141 1.65172 -4.12626

---

So which one wins? Going from most stable to least: (one), (two).